(1)
DFT (wB97M-V/def2-TZVPD) results for a molecular structure, C5H8MgO3Rb in a non-equilibrium geometry.

The geometry in XYZ format:
```
18
Properties=species:S:1:pos:R:3:mulliken_charge:R:1
C 1.55 0.98 4.61 -0.1757
C 1.01 2.20 4.53 -0.5842
H 0.92 0.08 4.56 0.3132
H 2.62 0.87 4.84 0.2848
H 1.35 3.18 4.91 0.4633
Mg 0.21 2.37 2.44 1.1551
O 1.07 -0.02 -0.66 -0.2688
Rb -1.24 -3.13 -2.37 0.9792
O -0.49 -0.92 0.56 -0.6229
C 0.43 -0.09 0.53 0.8044
O 0.67 0.79 1.39 -0.5624
C 1.82 1.14 -1.05 -0.0719
C 2.66 0.77 -2.25 -1.0880
H 1.13 1.96 -1.29 0.2682
H 2.43 1.47 -0.20 0.2061
H 2.15 0.00 -2.85 0.2698
H 2.82 1.66 -2.86 0.3331
H 3.64 0.37 -1.94 0.2966
```

Computed properties:
Total charge ... +2
Highest occupied orbital energy (alpha / beta) ... -15.67 / -15.67 eV
Orbital gap (alpha / beta) ... 7.0 / 5.8 eV
Multiplicity ... 2

=====

(2)
DFT (wB97M-V/def2-TZVPD) results for a molecular structure, C5H8MnO3 in a non-equilibrium geometry.

The geometry in XYZ format:
```
17
Properties=species:S:1:pos:R:3:mulliken_charge:R:1
Mn 1.95 1.85 -0.35 1.2030
O 0.12 1.46 -0.67 -0.7951
O -0.17 -0.75 -0.35 -0.2305
C 1.17 -1.21 -0.68 -0.5295
C 2.13 -0.94 0.47 -0.2292
O 2.13 0.41 0.81 -0.8558
C -0.40 0.51 -0.05 0.9785
H 1.05 -2.28 -0.85 0.3429
H 1.47 -0.72 -1.62 0.3183
H 3.10 -1.37 0.19 0.3632
H 1.77 -1.51 1.35 0.3070
C -1.70 0.69 0.71 -0.3144
C -2.83 0.80 -0.26 -0.8268
H -1.83 -0.19 1.36 0.2772
H -1.61 1.59 1.32 0.3189
H -2.99 1.73 -0.80 0.3407
H -3.38 -0.09 -0.57 0.3316
```

Computed properties:
Total charge ... +1
Highest occupied orbital energy (alpha / beta) ... -12.18 / -14.26 eV
Orbital gap (alpha / beta) ... 6.7 / 8.6 eV
Multiplicity ... 7

=====

(3)
DFT (wB97M-V/def2-TZVPD) results for a gas-phase ion, C5H8N (charge +1) in a non-equilibrium geometry.

The geometry in XYZ format:
```
14
Properties=species:S:1:pos:R:3:mulliken_charge:R:1
C 1.81 -0.97 -1.47 -0.2084
C 0.81 -1.25 -0.36 -0.2067
C -0.03 -0.19 -0.07 0.8076
C -1.10 -0.28 0.94 -1.2144
C 0.19 1.18 -0.65 -1.1512
N 2.30 -1.03 -0.37 -0.2322
H 1.77 -0.97 -2.52 0.3761
H 0.58 -2.19 -0.01 0.5665
H -0.97 -0.74 1.93 0.3872
H -1.81 -1.02 0.53 0.3685
H -1.41 0.71 0.94 0.3771
H 1.00 1.02 -1.48 0.3000
H 0.56 1.73 0.22 0.4213
H -0.75 1.71 -1.01 0.4087
```

Computed properties:
Total charge ... +1
Highest occupied orbital energy ... -15.74 eV
Orbital gap ... 9.7 eV

=====

(4)
DFT (wB97M-V/def2-TZVPD) results for 2 unconnected molecules or ions with the total composition C5H8N in a non-equilibrium geometry.

The geometry in XYZ format:
```
14
Properties=species:S:1:pos:R:3:mulliken_charge:R:1
C 0.63 0.15 -1.06 0.2833
C 0.36 -1.18 -0.57 -0.5211
C 0.16 1.37 -1.67 -0.2004
C -0.47 -0.28 0.37 0.2613
C -0.03 -0.17 1.84 -1.2295
N -0.08 0.98 -0.24 -0.1333
H -0.11 -1.88 -1.34 0.2688
H 1.04 -1.76 -0.01 0.2886
H 0.93 2.10 -1.68 0.2520
H -0.53 1.62 -2.54 0.2746
H -2.09 -0.58 0.32 0.4005
H -0.11 -1.18 2.33 0.3582
H -0.70 0.58 2.36 0.3282
H 0.98 0.22 1.88 0.3689
```

Computed properties:
Total charge ... +1
Highest occupied orbital energy ... -15.57 eV
Orbital gap ... 9.6 eV

=====

(5)
DFT (wB97M-V/def2-TZVPD) results for a molecular structure, C5H8N in a non-equilibrium geometry.

The geometry in XYZ format:
```
14
Properties=species:S:1:pos:R:3:mulliken_charge:R:1
C 1.95 -0.54 0.21 -0.5377
C 0.98 -1.26 -0.35 -0.3476
C 0.40 1.42 -0.43 -0.5557
C 0.99 0.54 0.60 0.1956
C -1.52 -0.42 0.12 -0.7294
N -0.12 -0.26 -0.05 0.1277
H 2.95 -0.75 0.33 0.4591
H 0.81 -2.10 -0.91 0.4979
H -0.35 2.03 -0.14 0.3208
H 0.83 1.59 -1.47 0.2662
H 0.80 0.69 1.70 0.3114
H -2.15 -0.71 -0.65 0.3607
H -1.61 -1.17 1.05 0.3012
H -1.89 0.48 0.35 0.3298
```

Computed properties:
Total charge ... +1
Highest occupied orbital energy ... -14.74 eV
Orbital gap ... 10.2 eV

=====

(6)
DFT (wB97M-V/def2-TZVPD) results for a gas-phase ion, C5H8N (charge +1) in a non-equilibrium geometry.

The geometry in XYZ format:
```
14
Properties=species:S:1:pos:R:3:mulliken_charge:R:1
C -0.67 1.29 -0.09 -0.2065
C -1.71 -0.77 0.07 -0.1829
C 0.45 -0.60 0.08 0.4988
C -0.60 0.07 0.78 0.0104
C 1.89 -0.05 0.06 -1.4635
N -0.76 0.00 -0.72 -0.0920
H -1.57 1.80 -0.14 0.2487
H 0.08 1.95 -0.42 0.2377
H -1.68 -1.90 0.13 0.2374
H -2.66 -0.29 0.04 0.2527
H 0.29 -1.73 0.12 0.3023
H 2.36 0.08 -1.00 0.3355
H 2.42 -0.78 0.47 0.4499
H 2.14 0.92 0.62 0.3714
```

Computed properties:
SMILES ... C[C@H]1[C@]23C[N@@+]12C3
Total charge ... +1
Highest occupied orbital energy ... -17.12 eV
Orbital gap ... 13.0 eV

=====

(7)
DFT (wB97M-V/def2-TZVPD) results for a gas-phase ion, C5H8N (charge +1) in a non-equilibrium geometry.

The geometry in XYZ format:
```
14
Properties=species:S:1:pos:R:3:mulliken_charge:R:1
C -1.57 -1.43 -1.03 0.1171
C -0.60 0.00 -1.11 -0.5093
C 0.19 0.20 0.08 0.9450
C 0.44 -0.85 1.04 -1.2227
C 0.74 1.53 0.31 -1.2507
N -2.18 -2.39 -0.98 -0.2597
H 0.02 -0.24 -1.98 0.3531
H -1.25 0.84 -1.37 0.4415
H 0.37 -0.49 2.06 0.3934
H 1.49 -1.16 0.95 0.3766
H -0.19 -1.73 0.90 0.4160
H 1.56 1.54 1.03 0.3957
H -0.06 2.16 0.72 0.3886
H 1.03 2.02 -0.62 0.4155
```

Computed properties:
Total charge ... +1
Highest occupied orbital energy ... -16.58 eV
Orbital gap ... 9.4 eV

=====

(8)
DFT (wB97M-V/def2-TZVPD) results for a gas-phase ion, C5H8N (charge +1) in a non-equilibrium geometry.

The geometry in XYZ format:
```
14
Properties=species:S:1:pos:R:3:mulliken_charge:R:1
C 1.66 0.36 0.30 -0.2524
C 2.20 -0.82 0.13 -0.6285
C 0.22 0.76 0.54 -0.1587
C -1.03 0.23 -0.03 0.6370
C -2.04 -0.71 -0.08 -0.9254
N -0.56 1.19 -0.74 -0.0822
H 2.22 1.33 0.48 0.2620
H 3.25 -0.95 -0.08 0.2839
H 0.15 1.49 1.36 0.3529
H -2.06 -1.21 0.85 0.3311
H -1.95 -1.44 -0.97 0.3246
H -3.11 -0.37 -0.23 0.3728
H -0.64 1.84 -1.43 0.1956
H 1.70 -1.70 -0.09 0.2873
```

Computed properties:
SMILES ... C=C[C@H]1[NH+]=C1C
Total charge ... +1
Highest occupied orbital energy ... -14.70 eV
Orbital gap ... 9.7 eV